46
Properties=species:S:1:pos:R:3:forces:R:3:mulliken_charge:R:1 method="wB97M-V/def2-TZVPD" mol_weight_g_mol=485.01 e_homo_ev="-10.6 / -10.6" charge=+1 gap_ev="6.43 / 6.43" e_tot_ha=-2138.1306
Pd -0.901452 -0.380560 -0.252948 -0.075 -0.029 0.001 0.51
C 1.037885 -2.431481 -2.193380 -0.033 -0.097 0.037 -0.95
Si 1.747752 -0.855212 -1.485266 -0.090 0.080 -0.109 0.13
C 1.206559 0.558620 -2.597102 0.033 0.096 0.021 -0.94
C 3.605453 -0.891931 -1.460648 0.065 -0.061 0.040 -1.20
N 0.969161 -0.653019 0.090104 -0.028 -0.033 0.247 0.11
C 1.420159 -0.536925 1.404191 0.196 -0.064 -0.248 0.10
C 2.756507 -0.254283 1.722475 0.007 0.002 0.100 0.29
C 3.197440 -0.200085 3.033351 -0.006 0.011 -0.022 -1.05
C 2.312353 -0.398757 4.084627 0.001 0.011 -0.005 -0.36
C 0.979558 -0.663793 3.809999 0.022 0.015 -0.001 -0.86
C 0.568734 -0.727522 2.498157 -0.114 -0.042 -0.015 0.68
F -0.750541 -0.992872 2.266264 0.153 -0.051 0.080 -0.24
H 1.330769 -2.612142 -3.229669 0.051 0.034 0.014 0.34
H -0.058238 -2.376241 -2.175607 0.001 0.009 -0.023 0.22
H 1.323593 -3.303416 -1.600941 0.005 0.009 0.001 0.29
H 1.441255 0.298027 -3.632460 0.048 -0.009 0.012 0.43
H 1.743988 1.481985 -2.367553 -0.003 0.004 0.002 0.30
H 0.137732 0.779888 -2.566295 -0.016 -0.044 0.028 0.26
H 3.947822 -1.027263 -2.489992 0.003 -0.026 0.002 0.37
H 4.009811 -1.712620 -0.866271 0.000 0.011 0.011 0.38
H 4.034167 0.043938 -1.098908 0.016 0.002 -0.047 0.40
H 3.458135 -0.088430 0.919376 -0.008 0.000 0.002 0.21
H 4.240157 0.005790 3.234214 -0.002 0.004 0.002 0.43
H 2.653404 -0.344486 5.108847 -0.006 -0.008 0.003 0.41
H 0.254969 -0.827498 4.596017 -0.007 -0.001 -0.005 0.47
C -3.586047 -2.663470 -0.962068 0.029 -0.016 0.038 -1.09
C -3.868157 -1.216175 -0.750317 0.076 0.053 -0.082 0.64
N -2.951810 -0.297680 -0.577809 -0.118 0.036 0.082 -0.02
C -3.488927 0.966828 -0.413388 0.133 -0.016 0.050 0.03
C -4.841352 1.000153 -0.457319 0.062 0.037 -0.058 -0.27
S -5.448367 -0.574895 -0.726403 -0.113 0.012 -0.003 -0.14
C -2.517076 2.036243 -0.179507 -0.082 -0.162 -0.011 -0.50
C -2.714315 3.371600 -0.114945 0.003 0.008 -0.004 -0.29
S -1.233281 4.156610 0.201577 -0.037 0.109 0.064 -0.14
C -0.406908 2.669163 0.247945 -0.079 -0.178 0.010 0.26
N -1.197879 1.643192 0.016158 -0.103 0.351 -0.118 0.05
C 1.040361 2.606382 0.581283 0.002 -0.034 -0.060 -0.67
H -2.512184 -2.842738 -0.933697 0.006 0.024 0.011 0.16
H -3.965519 -2.993764 -1.928645 -0.009 0.001 0.002 0.35
H -4.057521 -3.266343 -0.186452 -0.003 -0.007 -0.009 0.35
H -5.496475 1.847527 -0.345093 -0.007 -0.005 0.001 0.43
H -3.633593 3.917734 -0.242864 0.003 0.000 -0.010 0.46
H 1.534701 3.547473 0.347974 -0.016 0.006 0.002 0.51
H 1.509141 1.799254 0.026746 0.042 -0.020 -0.029 -0.13
H 1.168075 2.403213 1.646231 -0.004 -0.023 -0.007 0.26

=====

109
Properties=species:S:1:pos:R:3:forces:R:3:mulliken_charge:R:1 method="wB97M-V/def2-TZVPD" mol_weight_g_mol=621.85 smiles="CN(C)P(=O)(N(C)C)N(C)C.COC[C@H](C)N.COC[C@H](C)N.COC[C@H](C)N.COC[C@H](C)N.O=C1CCCO1" e_homo_ev=-8.8 gap_ev=9.38 e_tot_ha=-2282.7139
O 6.784735 -0.321271 -2.310373 -0.024 0.097 0.046 -0.88
P 5.498079 -0.844080 -2.796510 -0.528 -0.604 -0.323 0.18
N 4.636008 0.296388 -3.644318 0.370 -0.020 -0.401 0.32
C 3.197182 0.187091 -3.819225 -0.176 0.535 1.007 -0.99
C 5.380393 1.214582 -4.498365 -0.352 0.229 -0.731 -0.99
N 4.495350 -1.390484 -1.579981 -0.172 0.406 0.280 0.32
C 4.349259 -0.431796 -0.483092 0.860 0.397 0.240 -0.85
C 3.430703 -2.372300 -1.720788 0.733 -0.497 -1.193 -0.53
N 5.586595 -2.191422 -3.800783 0.039 0.134 0.529 0.39
C 5.570270 -2.045431 -5.236796 -0.536 -0.514 -0.635 -1.18
C 6.443815 -3.284835 -3.318589 -0.180 0.333 0.001 -1.19
H 2.818713 0.921750 -4.526904 0.257 -0.145 -0.317 0.42
H 2.724020 0.484871 -2.873427 -0.214 -0.331 -0.055 0.17
H 2.850109 -0.812587 -4.081497 0.054 -0.017 -0.193 0.33
H 6.201367 0.716289 -5.015409 0.244 0.106 0.291 0.27
H 5.723295 2.122682 -4.001967 0.211 -0.223 0.282 0.28
H 4.733115 1.565632 -5.309085 -0.128 -0.137 0.115 0.40
H 5.308332 -0.345955 0.035719 -0.071 -0.083 0.089 0.28
H 4.145082 0.593521 -0.816519 -0.341 -0.118 -0.138 0.31
H 3.603154 -0.730082 0.250497 -0.146 -0.186 -0.190 0.16
H 2.611714 -2.044779 -2.369392 -0.414 0.234 0.670 0.21
H 3.815841 -3.230080 -2.284211 0.119 -0.007 0.310 0.17
H 3.139785 -2.725966 -0.736906 -0.355 0.133 -0.002 0.25
H 4.670561 -1.542195 -5.598329 0.223 0.470 0.241 0.29
H 6.475565 -1.590813 -5.651896 -0.037 0.116 -0.001 0.32
H 5.453917 -3.028287 -5.709164 0.290 -0.082 0.246 0.46
H 7.214677 -3.466279 -4.067802 0.127 -0.186 0.146 0.42
H 5.869338 -4.196276 -3.135115 -0.012 -0.060 -0.196 0.29
H 6.921311 -3.006642 -2.379491 0.074 0.039 -0.055 0.38
O -5.747087 2.949603 -1.302158 0.139 0.037 -0.210 -0.59
C -6.007273 1.804147 -1.524159 -0.158 0.066 0.322 0.34
O -5.120331 0.808137 -1.291079 0.002 -0.381 -0.119 -0.26
C -5.765240 -0.496930 -1.282442 -0.613 1.037 0.145 0.41
C -7.247720 -0.212208 -1.597334 -0.810 -1.302 -0.241 -0.87
C -7.309313 1.229450 -2.059186 1.027 -0.229 0.288 -0.36
H -5.598363 -0.865279 -0.273892 -0.023 -0.394 -0.128 0.04
H -5.359530 -1.144436 -2.054417 0.471 0.064 0.184 0.10
H -7.962333 -0.447288 -0.804735 0.465 0.434 0.487 0.33
H -7.583915 -0.936705 -2.346247 0.167 0.332 -0.303 0.32
H -8.136723 1.800226 -1.657518 -0.162 0.099 -0.385 0.33
H -7.178696 1.284148 -3.141782 -0.541 0.248 -0.034 0.23
C 0.185752 2.476306 0.217871 0.262 1.263 0.417 -1.56
C -0.567857 1.282506 -0.333864 0.250 -0.572 0.387 0.73
C -0.656623 1.380225 -1.852452 0.541 -0.237 -0.425 -0.07
O -1.117344 2.612310 -2.336001 -0.197 0.666 0.037 -0.52
C -2.494753 2.822397 -2.119249 -0.814 -1.229 -0.062 -0.40
N 0.081290 0.016472 0.026682 0.432 -0.554 0.034 -0.16
H 0.671540 2.377053 1.194078 -0.395 -0.720 0.084 0.35
H -0.426595 3.375463 0.339494 -0.088 -0.070 -0.343 0.36
H 1.026615 2.754201 -0.427498 -0.217 -0.079 -0.288 0.36
H -1.587739 1.157225 0.045003 0.034 0.511 0.195 0.29
H -1.240482 0.553629 -2.275630 -0.206 -0.041 0.195 -0.02
H 0.349280 1.276664 -2.278878 0.037 -0.018 0.187 0.00
H -2.899623 3.617636 -2.738188 0.444 0.294 0.055 0.42
H -2.797775 2.959676 -1.076591 0.357 0.350 0.056 0.29
H -3.041963 1.910984 -2.416197 0.041 0.091 -0.071 -0.06
H 1.094615 0.084246 -0.059098 -0.073 0.154 -0.429 -0.05
H -0.000757 -0.153260 1.025850 -0.339 0.146 -0.024 0.02
C -2.833821 -2.567021 0.923324 -0.497 0.114 -0.060 -1.29
C -3.365491 -2.971070 -0.451054 0.444 -0.265 -0.058 0.65
C -2.789548 -2.115786 -1.576008 -0.224 0.041 0.468 -0.29
O -3.427286 -2.447999 -2.795946 -0.312 -0.009 0.200 -0.48
C -3.075679 -1.581838 -3.841455 0.431 0.611 0.124 -0.59
N -3.111389 -4.396430 -0.673993 0.004 -0.425 -0.670 -0.82
H -3.423061 -1.746537 1.343260 0.180 0.160 -0.159 0.34
H -1.788963 -2.264239 0.888464 0.133 -0.125 0.084 0.11
H -2.999725 -3.407893 1.596363 0.318 -0.033 0.023 0.50
H -4.449190 -2.839595 -0.421270 -0.021 -0.113 -0.231 -0.01
H -1.718057 -2.319343 -1.686046 0.116 0.205 0.196 0.59
H -2.940750 -1.061226 -1.305515 0.103 0.116 -0.289 -0.01
H -3.433152 -2.015716 -4.770385 0.060 0.040 -0.071 0.29
H -1.989976 -1.403760 -3.869540 -0.012 -0.394 -0.196 0.28
H -3.482083 -0.565480 -3.710408 -0.322 -0.204 0.045 0.14
H -3.373160 -4.614381 -1.635388 -0.357 0.012 0.165 0.28
H -2.113549 -4.600286 -0.705930 0.059 0.300 0.460 0.29
C 2.645528 -2.983272 2.815853 -0.231 0.195 -0.587 -1.49
C 1.716434 -2.572627 3.935822 0.746 0.207 2.064 0.76
C 0.754609 -1.390363 3.696069 0.596 -1.193 -1.126 -0.38
O 1.379469 -0.242711 3.168304 -0.162 0.089 -0.202 0.07
C 2.332263 0.367819 4.002258 0.158 0.054 0.272 -1.04
N 0.941635 -3.718987 4.438622 -0.375 0.388 -0.551 -0.67
H 3.285148 -2.176072 2.453778 -0.285 0.208 0.027 0.23
H 2.062415 -3.363662 1.970169 0.121 -0.035 -0.041 0.39
H 3.344407 -3.752079 3.145832 -0.207 -0.177 0.124 0.49
H 2.364191 -2.261536 4.773678 0.128 0.066 -0.201 0.21
H 0.190303 -1.159127 4.601379 -0.076 -0.075 0.093 0.24
H 0.107457 -1.798553 2.911466 -0.436 0.542 0.142 -0.16
H 3.194243 -0.278662 4.194354 0.048 0.040 -0.138 0.34
H 1.931823 0.655218 4.984472 -0.215 -0.061 -0.080 0.32
H 2.660430 1.273403 3.496323 0.062 -0.026 -0.016 0.30
H 1.313552 -4.602139 4.125789 0.080 -0.031 0.103 0.22
H 0.877272 -3.701053 5.444073 0.000 -0.182 0.026 0.24
C -0.297150 3.179185 3.997523 0.192 0.915 -0.471 -0.97
C -1.113813 3.266925 5.282811 -0.086 -0.084 0.020 0.38
C -2.267526 4.247535 5.240727 -0.970 -0.318 -0.372 -0.82
O -1.794035 5.516139 4.876718 0.684 0.064 0.124 -0.27
C -2.673550 6.566168 5.132662 -0.325 0.587 0.297 -0.76
N -1.606056 1.959029 5.760841 0.385 0.322 -0.208 -0.77
H -0.631230 2.501261 3.209014 -0.407 -0.293 0.412 0.18
H 0.743797 2.935540 4.215796 -0.014 -0.079 0.008 0.18
H -0.306785 4.164275 3.517793 0.240 -0.007 0.111 0.47
H -0.478975 3.720093 6.052661 0.195 -0.399 0.029 0.20
H -2.758166 4.227248 6.223080 0.192 0.255 0.084 0.41
H -3.061017 3.957671 4.527093 0.180 -0.196 -0.055 0.33
H -2.810394 6.762880 6.205886 -0.120 -0.401 0.016 0.29
H -3.649724 6.399668 4.663993 -0.031 0.021 0.031 0.31
H -2.249989 7.496771 4.753220 0.097 -0.210 -0.322 0.25
H -2.245346 1.602316 5.054336 -0.059 -0.015 0.053 0.31
H -0.799681 1.342453 5.698467 -0.155 -0.189 0.225 0.29

=====

24
Properties=species:S:1:pos:R:3:forces:R:3:mulliken_charge:R:1 method="wB97M-V/def2-TZVPD" mol_weight_g_mol=181.18 smiles="CC[N@@+]1(C(F)(F)F)C=CN(C)C1" e_homo_ev=-12.7 charge=+1 de_lowest_kj_mol=151.74 gap_ev=9.95 e_tot_ha=-682.7014
C 0.293752 0.257905 1.978819 0.212 -1.830 -0.331 -0.25
C 0.805742 -0.706098 1.199769 2.118 -0.636 2.852 -0.79
C -0.885545 0.510158 -0.037634 2.350 -2.070 0.042 -0.36
C 0.921634 0.171984 -2.519469 -1.186 2.209 1.354 -1.16
C -1.449996 1.896712 2.011408 -1.741 0.118 -1.011 -0.88
C 1.392036 -0.222031 -1.123506 1.124 -0.293 -1.102 -0.42
C -0.203106 -1.959338 -0.408287 -2.122 -1.055 -2.138 0.78
N -0.538289 0.994173 1.262714 -2.156 3.531 0.137 0.06
N 0.348650 -0.626379 -0.123321 -2.587 1.232 -1.259 0.40
F -1.053925 -2.353418 0.515687 0.443 0.232 0.622 -0.19
F 0.769041 -2.820081 -0.560789 0.343 -0.281 0.236 -0.22
F -0.952677 -1.966642 -1.551989 1.031 0.662 0.492 -0.25
H 0.200329 0.444444 3.049529 1.088 -0.387 -0.285 0.42
H 1.432852 -1.563820 1.373294 0.172 0.248 0.585 0.52
H -1.847254 -0.060249 -0.065535 0.571 0.799 -0.312 0.36
H -0.537681 1.070483 -0.925093 -1.325 0.328 0.837 0.10
H 1.760189 0.637170 -2.982825 0.809 -0.085 -0.621 0.42
H 0.532782 -0.619247 -3.062150 -0.635 -1.408 -1.268 0.37
H 0.166737 1.042285 -2.536508 0.937 -1.410 0.140 0.38
H -1.810549 1.344809 2.944919 0.331 1.007 -1.236 0.36
H -1.035299 2.931196 2.258141 -0.297 -1.597 -0.402 0.26
H -2.331658 2.033781 1.270957 1.108 0.085 1.663 0.36
H 1.943498 0.668693 -0.813101 -0.226 -0.430 1.081 0.34
H 2.078736 -1.106494 -1.155032 -0.361 1.031 -0.076 0.35

=====

Please write out number 3 again, unchanged.
24
Properties=species:S:1:pos:R:3:forces:R:3:mulliken_charge:R:1 method="wB97M-V/def2-TZVPD" mol_weight_g_mol=181.18 smiles="CC[N@@+]1(C(F)(F)F)C=CN(C)C1" e_homo_ev=-12.7 charge=+1 de_lowest_kj_mol=151.74 gap_ev=9.95 e_tot_ha=-682.7014
C 0.293752 0.257905 1.978819 0.212 -1.830 -0.331 -0.25
C 0.805742 -0.706098 1.199769 2.118 -0.636 2.852 -0.79
C -0.885545 0.510158 -0.037634 2.350 -2.070 0.042 -0.36
C 0.921634 0.171984 -2.519469 -1.186 2.209 1.354 -1.16
C -1.449996 1.896712 2.011408 -1.741 0.118 -1.011 -0.88
C 1.392036 -0.222031 -1.123506 1.124 -0.293 -1.102 -0.42
C -0.203106 -1.959338 -0.408287 -2.122 -1.055 -2.138 0.78
N -0.538289 0.994173 1.262714 -2.156 3.531 0.137 0.06
N 0.348650 -0.626379 -0.123321 -2.587 1.232 -1.259 0.40
F -1.053925 -2.353418 0.515687 0.443 0.232 0.622 -0.19
F 0.769041 -2.820081 -0.560789 0.343 -0.281 0.236 -0.22
F -0.952677 -1.966642 -1.551989 1.031 0.662 0.492 -0.25
H 0.200329 0.444444 3.049529 1.088 -0.387 -0.285 0.42
H 1.432852 -1.563820 1.373294 0.172 0.248 0.585 0.52
H -1.847254 -0.060249 -0.065535 0.571 0.799 -0.312 0.36
H -0.537681 1.070483 -0.925093 -1.325 0.328 0.837 0.10
H 1.760189 0.637170 -2.982825 0.809 -0.085 -0.621 0.42
H 0.532782 -0.619247 -3.062150 -0.635 -1.408 -1.268 0.37
H 0.166737 1.042285 -2.536508 0.937 -1.410 0.140 0.38
H -1.810549 1.344809 2.944919 0.331 1.007 -1.236 0.36
H -1.035299 2.931196 2.258141 -0.297 -1.597 -0.402 0.26
H -2.331658 2.033781 1.270957 1.108 0.085 1.663 0.36
H 1.943498 0.668693 -0.813101 -0.226 -0.430 1.081 0.34
H 2.078736 -1.106494 -1.155032 -0.361 1.031 -0.076 0.35